The molecule C5H15N2. Source: the Open Molecules 2025 dataset; level of theory: the ωB97M-V functional and the def2-TZVPD basis.

## Properties
* E_HOMO (alpha / beta): -2.7 / -10.2 eV
* total energy: -308.88244 Ha
* expectation value of S²: 0.7506
* energy above the lowest of the compared OMol25 structures with the same formula, charge and spin: 1.599 eV
* lowest unoccupied orbital energy (alpha / beta): 0.77 / 0.63 eV
* orbital gap (alpha / beta): 0.1293 / 0.3975 Eh
* M: 103.19 g/mol

```
! wB97M-V def2-TZVPD RIJCOSX def2/J DEFGRID3
* xyz 0 2
N 1.511 -1.088 -1.701
C 0.544 -0.046 -2.002
C -0.764 -0.273 -1.260
N -0.512 -0.551 0.176
C 0.998 0.557 1.822
C -0.293 0.646 1.041
C -1.512 0.902 1.927
H 1.314 -1.929 -2.231
H 0.291 -1.181 0.184
H 2.452 -0.770 -1.901
H 0.962 0.891 -1.653
H 0.294 0.049 -3.057
H -1.378 0.628 -1.310
H -1.359 -1.124 -1.599
H -1.292 -1.209 0.570
H 1.007 1.353 2.578
H 1.124 -0.396 2.335
H 1.884 0.729 1.201
H -0.215 1.510 0.377
H -1.607 0.192 2.735
H -2.401 0.942 1.288
H -1.382 1.897 2.371
*
```